i | Below is the ion C3H7N2O2 with charge +1, with properties calculated with the ωB97M-V functional and the def2-TZVPD basis.

Computed properties:
structure (SMILES): [NH2+]=CNC=C(O)O
highest occupied orbital energy: -13.20 eV
net charge: +1
orbital gap: 9.84 eV

Element x y z (Å)
N 1.72700 -1.58966 0.08964
C 1.86009 -0.30255 0.18163
N 0.89825 0.57233 0.38909
C -0.53248 0.44418 0.63791
C -1.46983 0.60246 -0.31831
O -2.75681 0.64496 -0.11370
O -1.15703 0.48881 -1.59845
H 0.76162 -1.93087 0.30521
H 2.47747 -2.16431 -0.46854
H 2.75488 0.27717 -0.03797
H 1.08108 1.56286 0.53030
H -0.83473 0.62970 1.72837
H -3.03834 0.67784 0.89174
H -1.77116 0.08709 -2.21691

Results of the natural (NBO) charge analysis, in e, for atoms 1 through 2:
1 N -0.734
2 C 0.399

=====

ii | Below is a cluster of 2 separate species, C3H7N2O2 in total, with properties calculated with the ωB97M-V functional and the def2-TZVPD basis.

Computed properties:
highest occupied orbital energy: -14.00 eV
net charge: +1
orbital gap: 9.09 eV

Element x y z (Å)
C 1.95261 0.44692 -0.36502
C -1.11191 0.54430 0.94463
C -2.00080 0.29793 -0.19346
N 2.66538 -0.28390 0.10765
N -1.92614 -0.79479 -0.87854
O 1.08453 1.16827 -0.46280
O 3.85558 -1.08673 0.34570
H -1.78118 1.14598 1.50222
H -0.71997 -0.43167 1.37452
H -2.46581 1.23714 -0.66467
H -0.11513 0.99660 0.70476
H -2.60876 -0.93082 -1.61678
H -1.45635 -1.65193 -0.60090
H 4.62795 -0.65730 -0.19732

Results of the natural (NBO) charge analysis, in e, for atoms 1 through 2:
1 C 0.773
2 C -0.749

=====

It turns out i is the most stable, with the second structure 364.6 kJ/mol higher.